Entry 1:
DFT (ωB97M-V/def2-TZVPD) results for an isolated ion of composition C4H12N2O and charge +2.

Properties
relative energy (zero: lowest compared OMol25 entry of this formula, charge and spin): 0.2427 eV
orbital gap: 10.95 eV
multiplicity: 1
charge: +2
LUMO level: -0.2678 Ha
E_HOMO: -18.24 eV

Atoms and positions in Å:
O  -0.55232  0.48147  -2.15840
C  -0.12606  1.13512  -1.26195
C  -0.51199  0.76948  0.18063
C  0.37898  -0.25783  0.87353
C  0.42688  -1.54923  0.05755
N  0.87586  -2.71439  0.87883
N  -0.56728  2.05230  1.00064
H  0.61196  1.96212  -1.38815
H  -1.55151  0.42398  0.15054
H  -0.07450  -0.46207  1.84625
H  1.39242  0.14111  1.05591
H  1.11363  -1.51090  -0.77935
H  -0.53723  -1.80614  -0.36146
H  0.26418  -2.97617  1.65754
H  1.80458  -2.57069  1.28288
H  0.95469  -3.55998  0.29828
H  -0.71172  1.86124  1.99651
H  -1.33504  2.65053  0.68666
H  0.30442  2.60099  0.95703


Entry 2:
DFT (ωB97M-V/def2-TZVPD) results for a 2-piece molecular cluster, C4H12N2O2 overall.

Properties
relative energy (zero: lowest compared OMol25 entry of this formula, charge and spin): 2.5316 eV
orbital gap (alpha / beta): 2.71 / 9.34 eV
multiplicity: 2
charge: -1
LUMO level (alpha / beta): 0.1284 / 0.1239 Ha
E_HOMO (alpha / beta): 0.79 / -5.97 eV

Atoms and positions in Å:
C  1.44802  1.55564  1.60001
C  1.71835  0.00923  1.21441
N  0.67934  -0.54025  0.28613
C  -0.66097  -0.78121  0.77544
C  -1.57073  -1.35459  -0.35885
N  -1.02244  -1.74180  -1.58209
O  -2.77857  -1.33856  -0.13412
H  0.55191  1.68150  2.14545
H  2.21716  1.58149  2.45359
H  1.55090  2.20319  0.64244
H  2.75128  -0.11375  0.71275
H  1.82087  -0.51784  2.18197
H  0.57573  0.14585  -0.44613
H  -0.68759  -1.58649  1.69644
H  -1.14547  0.08626  1.28096
H  -0.19629  -1.34513  -1.83088
H  -1.58140  -2.25088  -2.10670
H  1.82127  3.75531  -1.93462
H  0.85188  3.32779  -0.91456
O  1.31150  2.89265  -1.64025


Entry 3:
DFT (ωB97M-V/def2-TZVPD) results for a 2-piece molecular cluster, C4H12N2O2 overall.

Properties
relative energy (zero: lowest compared OMol25 entry of this formula, charge and spin): 1.6625 eV
orbital gap: 10.16 eV
multiplicity: 1
LUMO level: 0.0271 Ha
E_HOMO: -9.43 eV

Atoms and positions in Å:
N  0.34821  -1.68481  -0.74609
C  -0.34494  -0.39020  -0.95972
C  0.32618  0.49212  -1.96302
C  -0.36474  0.33233  0.47737
N  -0.81639  -0.37460  1.57407
C  -1.92970  -1.30089  1.48737
O  0.23993  1.36964  0.64003
H  1.34484  -1.58246  -0.95691
H  0.32348  -1.93868  0.23393
H  -1.32930  -0.68492  -1.32874
H  0.57750  1.47060  -1.53080
H  -0.21894  0.86707  -2.81768
H  1.27713  0.07626  -2.30572
H  -0.70399  0.19690  2.38963
H  -1.99549  -1.56154  0.43159
H  -1.88526  -2.21557  2.07754
H  -2.87952  -0.82675  1.75917
H  2.59083  1.93120  0.21638
H  2.33836  3.12671  0.87090
O  3.10180  2.69757  0.45071


Entry 4:
DFT (ωB97M-V/def2-TZVPD) results for a 2-piece molecular cluster, C4H12N2O2 overall.

Properties
relative energy (zero: lowest compared OMol25 entry of this formula, charge and spin): 3.2027 eV
orbital gap: 9.68 eV
multiplicity: 1
LUMO level: 0.0192 Ha
E_HOMO: -9.16 eV

Atoms and positions in Å:
O  -3.10552  -0.42300  1.42573
C  -2.22991  -1.19026  1.12172
C  -1.00405  -0.74435  0.32535
C  -0.80884  0.72654  0.38538
C  0.32264  1.37754  -0.39932
N  0.57254  0.93363  -1.77734
N  0.14423  -1.62273  0.74584
H  -2.07531  -2.18189  1.59757
H  -1.30185  -1.08074  -0.69680
H  -1.75583  1.21980  0.14421
H  -0.77430  1.07357  1.43664
H  -0.04094  2.40996  -0.49761
H  1.36257  1.46184  -0.01722
H  1.01395  0.02973  -1.72505
H  -0.21097  1.10042  -2.38251
H  0.96858  -1.05568  0.55219
H  0.12283  -2.33692  0.02886
H  3.28823  -0.64322  -0.38381
H  2.81018  0.93382  0.13682
O  2.70176  0.01194  -0.02064


What are the max |F| values for these records? In order: 0.9 6.3 1.9 2.9 eV/Å.